*A*
Here is a molecular structure, C6H15N from the Open Molecules 2025 dataset. Energies are from ωB97M-V with the def2-TZVPD basis set.

## Properties
LUMO   0.4 eV
Net charge   0
Orbital gap   9.02 eV

Last column: natural (NBO) charge in e.
Atoms and positions in Å:
N -0.080 0.752 0.509  -0.63
C 0.072 3.345 -1.240  -0.60
C 1.018 -2.162 0.881  -0.61
C -1.560 -2.019 0.770  -0.59
C 0.196 1.875 -1.647  -0.48
C 0.780 1.094 -0.480  0.10
C -0.286 -2.078 1.650  -0.40
H -0.506 3.984 -1.920  0.23
H 1.893 1.105 -0.400  0.16
H -0.412 3.374 -0.273  0.22
H 0.861 1.721 -2.583  0.21
H -0.272 -1.169 2.226  0.22
H -0.112 0.153 -0.430  0.38
H -1.599 -2.863 0.092  0.19
H 1.144 3.806 -1.074  0.20
H -2.428 -1.976 1.348  0.21
H 1.813 -2.464 1.469  0.21
H 1.269 -1.104 0.549  0.20
H -1.496 -1.139 0.128  0.19
H -0.364 -2.950 2.322  0.19
H 0.916 -2.712 -0.064  0.19
H -0.846 1.427 -1.835  0.22


*B*
Here is C6H15N in the gas phase from the Open Molecules 2025 dataset. Energies are from ωB97M-V with the def2-TZVPD basis set.

## Properties
LUMO   0.9 eV
Net charge   0
Orbital gap   8.92 eV
SMILES string   CCC(C)(C)CN

Last column: natural (NBO) charge in e.
Atoms and positions in Å:
N -0.611 0.026 2.690  -0.83
C 1.076 -0.517 -0.018  -0.37
C -1.432 -0.554 -0.252  -0.64
C -0.095 0.904 1.680  -0.20
C 1.327 -1.213 -1.717  -0.65
C -0.155 0.258 -0.095  -0.03
C -0.130 1.462 -1.026  -0.63
H 0.813 2.008 -0.952  0.21
H 2.161 -0.642 -2.129  0.20
H 1.982 0.063 0.153  0.21
H 1.597 -2.263 -1.593  0.20
H -0.133 -0.869 2.705  0.35
H -1.394 -1.482 0.324  0.21
H -2.298 0.030 0.077  0.21
H -0.715 1.799 1.607  0.18
H 1.022 -1.401 0.616  0.20
H -0.948 2.147 -0.781  0.21
H -1.603 -0.824 -1.298  0.21
H -0.271 1.161 -2.068  0.21
H -1.601 -0.156 2.557  0.36
H 0.916 1.228 1.935  0.18
H 0.491 -1.166 -2.415  0.20


Energetically preferred structure: *B* | next structure: +61.6 kcal/mol


*A*
Here is 2 unconnected molecules or ions with the total composition C2HFN2O2 from the Open Molecules 2025 dataset. Energies are from ωB97M-V with the def2-TZVPD basis set.

## Properties
LUMO   -1.2 eV
Net charge   0
Orbital gap   9.13 eV

Last column: natural (NBO) charge in e.
Atoms and positions in Å:
F 0.597 2.033 -0.124  -0.25
O 1.641 -0.632 -0.246  -0.62
O -1.486 0.992 -0.096  -0.28
N -0.890 -1.073 -0.160  -0.20
N -1.846 -0.299 -0.113  0.13
C -0.082 0.957 0.031  0.56
C 0.271 -0.271 -0.057  0.20
H 1.795 -1.706 0.764  0.46


*B*
Here is C2HFN2O2 in the gas phase from the Open Molecules 2025 dataset. Energies are from ωB97M-V with the def2-TZVPD basis set.

## Properties
LUMO (spin up / spin down)   -0.7 / -0.7 eV
Net charge   0
Orbital gap (spin up / spin down)   11.49 / 11.49 eV
SMILES string   N#C[C@@H](F)[N+](=O)[O-]

Last column: natural (NBO) charge in e.
Atoms and positions in Å:
F 0.736 -0.503 1.456  -0.28
O -1.691 -0.795 -0.869  -0.33
O -1.634 0.653 0.676  -0.34
N -1.120 -0.210 -0.008  0.51
N 1.551 1.756 -0.712  -0.19
C 1.014 0.792 -0.360  0.18
C 0.448 -0.428 0.153  0.23
H 0.697 -1.265 -0.336  0.21


*C*
Here is 2 unconnected molecules or ions with the total composition C2HFN2O2 from the Open Molecules 2025 dataset. Energies are from ωB97M-V with the def2-TZVPD basis set.

## Properties
LUMO (spin up / spin down)   0.1 / -1.3 eV
Net charge   0
Orbital gap (spin up / spin down)   11.70 / 5.66 eV

Last column: natural (NBO) charge in e.
Atoms and positions in Å:
F -2.380 -0.633 -1.238  -0.22
O 1.866 -1.651 1.972  -0.48
O -0.179 2.229 0.187  -0.42
N 1.091 0.455 1.063  -0.64
N -1.260 -0.115 -1.858  -0.05
C 0.375 1.320 0.553  0.90
C 1.241 -0.706 1.624  0.64
H -0.754 -0.899 -2.303  0.28


Energetically preferred structure: *B* | next structure: +33.7 kcal/mol


*A*
Here is a gas-phase ion, C7H14N4 (charge +2) from the Open Molecules 2025 dataset. Energies are from ωB97M-V with the def2-TZVPD basis set.

## Properties
LUMO   -9.3 eV
Net charge   +2
Orbital gap   9.49 eV
SMILES string   C=C1C(=[NH2+])NC=N[N@@H+]1C(C)C

Last column: natural (NBO) charge in e.
Atoms and positions in Å:
N 2.245 2.030 0.891  -0.65
N 1.648 0.064 2.002  -0.55
N -0.402 -0.480 0.326  -0.24
N 0.057 -1.393 1.236  -0.23
C 0.096 1.049 0.557  -0.01
C 0.942 -1.107 2.084  0.30
C -0.385 -0.822 -1.152  -0.07
C -0.929 -2.281 -1.186  -0.62
C -0.892 1.926 0.360  -0.22
C -1.279 0.055 -2.025  -0.67
C 1.373 1.050 1.204  0.52
H 2.626 0.053 2.541  0.48
H -0.852 -2.472 -2.280  0.26
H 3.095 2.289 1.369  0.46
H -1.929 1.691 0.132  0.27
H 1.307 -1.815 2.885  0.28
H -1.459 -0.518 0.335  0.47
H -1.073 1.226 -1.909  0.23
H -0.339 -3.119 -0.674  0.26
H -0.799 3.109 0.340  0.29
H 0.619 -0.761 -1.567  0.24
H -2.420 -0.145 -1.755  0.24
H -1.317 -0.051 -3.134  0.31
H 1.929 2.716 0.272  0.43
H -1.863 -2.296 -0.852  0.21


*B*
Here is a gas-phase ion, C7H14N4 (charge +2) from the Open Molecules 2025 dataset. Energies are from ωB97M-V with the def2-TZVPD basis set.

## Properties
LUMO (spin up / spin down)   -9.9 / -9.9 eV
Net charge   +2
Orbital gap (spin up / spin down)   8.28 / 8.28 eV

Last column: natural (NBO) charge in e.
Atoms and positions in Å:
N -2.164 -0.743 1.247  -0.55
N -1.016 1.228 0.488  -0.24
N 0.150 0.800 0.138  -0.19
N -1.353 -2.977 0.917  -0.65
C -1.111 -1.619 0.999  0.50
C 1.472 -1.466 1.407  -0.27
C 0.485 1.083 -1.222  -0.09
C 1.616 0.268 -1.746  -0.62
C 0.294 -1.101 0.914  0.04
C 0.561 2.650 -1.372  -0.63
C -1.996 0.592 0.910  0.30
H -2.910 1.229 1.179  0.27
H -0.406 3.156 -0.892  0.25
H -3.123 -1.040 1.249  0.46
H 2.022 0.459 -2.766  0.29
H 1.418 -0.774 -1.569  0.22
H -0.546 -3.632 0.979  0.46
H 0.666 2.999 -2.426  0.28
H 2.538 -1.002 1.325  0.32
H -2.264 -3.341 1.030  0.45
H 1.342 -2.414 1.951  0.26
H 0.707 1.370 0.884  0.47
H 1.491 3.006 -0.808  0.23
H 2.483 0.493 -1.057  0.21
H -0.355 0.777 -1.759  0.22


Energetically preferred structure: *A* | next structure: +28.8 kcal/mol